(w)
Formula: C3H7NO
Source: OMol25
Level of theory: the ωB97M-V functional and the def2-TZVPD basis

Positions of all 12 atoms, in Å:
H (1.5534, -0.6108, -1.0567)
N (0.9082, 0.2295, -1.2326)
C (0.4709, -0.1226, -0.0858)
C (1.2888, 0.0434, 1.1627)
O (-0.7812, -0.4976, 0.1835)
C (-1.7671, 0.0229, -0.6990)
H (1.1032, -0.7433, 1.8849)
H (2.3531, 0.1792, 0.9451)
H (0.9230, 0.9986, 1.5672)
H (-1.8151, 1.0959, -0.5006)
H (-1.5394, -0.1336, -1.7563)
H (-2.6979, -0.4614, -0.4123)

Values from the calculation:
SMILES: [H]/N=C(\C)OC
HOMO-LUMO gap: 9.70 eV



(x)
Formula: C3H7NO
Source: OMol25
Level of theory: the ωB97M-V functional and the def2-TZVPD basis

Positions of all 12 atoms, in Å:
C (1.2311, -0.2199, -1.2326)
N (0.9325, -0.0186, 0.1796)
C (-0.2906, 0.5825, 0.4537)
C (-1.1869, -0.2358, 1.3556)
O (-0.6524, 1.5995, -0.1007)
H (0.5137, -0.9247, -1.6842)
H (2.2383, -0.6282, -1.3435)
H (1.1597, 0.7314, -1.7601)
H (1.1057, -0.8454, 0.7348)
H (-1.5096, -1.0828, 0.7361)
H (-2.0667, 0.3292, 1.6599)
H (-0.6677, -0.6437, 2.2276)

Values from the calculation:
SMILES: CNC(C)=O
HOMO-LUMO gap: 10.53 eV



(y)
Formula: C3H7NO
Source: OMol25
Level of theory: the ωB97M-V functional and the def2-TZVPD basis

Positions of all 12 atoms, in Å:
C (3.3773, -2.7052, 2.4849)
C (2.7178, -3.3171, 1.5175)
O (3.3759, -3.7511, 0.4268)
H (3.0570, -2.5363, 3.4943)
H (4.3809, -2.4615, 2.1465)
H (1.6781, -3.5984, 1.5927)
H (2.7282, -4.2246, -0.1039)
C (-4.2837, 4.4259, -2.6701)
N (-3.7880, 5.0569, -1.6936)
H (-5.2677, 3.9537, -2.7245)
H (-3.7612, 4.4822, -3.6260)
H (-4.2148, 4.6754, -0.8447)

Values from the calculation:
SMILES: C=CO.C=N
HOMO-LUMO gap: 9.82 eV



(z)
Formula: C3H7NO
Source: OMol25
Level of theory: the ωB97M-V functional and the def2-TZVPD basis

Positions of all 12 atoms, in Å:
N (1.7245, 0.6567, -1.0467)
C (0.5732, 0.9821, -0.2047)
C (-0.7377, 0.1833, -0.4493)
C (-0.7856, -1.0617, 0.4097)
O (-1.0200, -1.0084, 1.5850)
H (2.0098, -0.3127, -0.9473)
H (1.4496, 0.7468, -2.0185)
H (0.8415, 1.0144, 0.8467)
H (0.3455, 2.0166, -0.4790)
H (-0.8083, -0.0488, -1.4968)
H (-1.5393, 0.9089, -0.2984)
H (-0.5376, -1.9467, -0.1938)

Values from the calculation:
SMILES: NCCC=O
HOMO-LUMO gap: 10.32 eV



How far above the most stable structure does each one sit? In hartree: (w) 0.0862; (x) 0.0000; (y) 0.0894; (z) 0.0333.



(w)
Formula: C3H4NS
Source: OMol25
Level of theory: the ωB97M-V functional and the def2-TZVPD basis

Positions of all 9 atoms, in Å:
C (1.0686, -1.4722, 0.0772)
C (2.2950, -1.2229, 0.2047)
C (0.8936, 0.9889, 0.1237)
N (-0.1253, -1.0568, -0.3069)
S (2.4014, 0.4746, -0.1021)
H (0.6424, 2.0736, -0.2277)
H (0.0573, 0.9050, 0.7864)
H (-0.7014, -1.3223, -1.2229)
H (-0.7393, -0.9733, 0.4395)

Values from the calculation:
Net charge: +1
HOMO-LUMO gap (alpha / beta): 8.52 / 8.52 eV



(x)
Formula: C3H4NS
Source: OMol25
Level of theory: the ωB97M-V functional and the def2-TZVPD basis

Positions of all 9 atoms, in Å:
C (0.6587, -0.9791, 1.9706)
S (1.6582, 0.3878, 0.8501)
C (-0.1084, -0.7859, 0.9819)
N (-0.8042, -0.2797, -0.2564)
C (0.4020, 0.6161, -0.6232)
H (-1.1420, -1.0326, -0.8221)
H (-1.6951, 0.2199, 0.0892)
H (0.7956, 0.2071, -1.5014)
H (0.2354, 1.6462, -0.6889)

Values from the calculation:
Net charge: +1
SMILES: C1#S2=C1[NH2+]C2
HOMO-LUMO gap: 8.34 eV



(y)
Formula: C3H4NS
Source: OMol25
Level of theory: the ωB97M-V functional and the def2-TZVPD basis

Positions of all 9 atoms, in Å:
C (-0.5554, 1.0343, 0.0373)
N (-0.8546, -0.2324, 0.0155)
C (0.1946, -1.1542, 0.0441)
C (1.4615, -0.7005, 0.0098)
S (2.5514, 0.3914, 0.0407)
H (-1.4054, 1.7007, 0.0027)
H (0.3916, 1.4962, 0.0047)
H (-1.8492, -0.3961, -0.0641)
H (0.0655, -2.1394, -0.0907)

Values from the calculation:
Net charge: +1
SMILES: C=[NH+]C=C=S
HOMO-LUMO gap: 7.77 eV



How far above the most stable structure does each one sit? In hartree: (w) 0.1192; (x) 0.1407; (y) 0.0000.



(w)
Formula: C2H4N2S2
Source: OMol25
Level of theory: the ωB97M-V functional and the def2-TZVPD basis

Positions of all 10 atoms, in Å:
C (-0.5369, -1.1715, -0.0226)
C (1.8367, 1.1391, -0.1920)
H (-3.0970, 0.9524, 0.7580)
H (-0.9900, -2.1613, 0.5133)
H (2.3663, 1.9330, -0.3505)
H (0.6482, 1.0699, 0.4606)
N (-1.1435, -0.0290, -0.2206)
N (2.3980, -0.0297, -0.3339)
S (-2.8260, -0.2931, -0.3632)
S (1.3443, -1.4098, -0.2490)

Values from the calculation:
HOMO-LUMO gap: 8.58 eV



(x)
Formula: C2H4N2S2
Source: OMol25
Level of theory: the ωB97M-V functional and the def2-TZVPD basis

Positions of all 10 atoms, in Å:
N (-0.5296, -1.7396, -0.1589)
C (-0.6640, -0.4019, -0.0378)
S (-2.0470, 0.2512, 0.0313)
C (0.6781, 0.4825, -0.0866)
N (0.4552, 1.7251, -0.0779)
S (2.0217, -0.3586, 0.0255)
H (-1.3439, -2.3486, 0.2563)
H (0.5174, -1.8912, 0.0822)
H (1.4325, 2.2458, 0.1830)
H (-0.5203, 2.0353, -0.2172)

Values from the calculation:
SMILES: NC(=S)C(N)=S
HOMO-LUMO gap: 8.13 eV



(y)
Formula: C2H4N2S2
Source: OMol25
Level of theory: the ωB97M-V functional and the def2-TZVPD basis

Positions of all 10 atoms, in Å:
S (2.2865, -0.0855, -0.2593)
N (0.6892, -0.1792, 0.4412)
C (-0.2940, 0.9195, -0.0820)
N (-1.5285, 0.3480, -0.4038)
C (-1.5666, -0.8617, -0.2799)
S (-0.0489, -1.7410, 0.3523)
H (2.9216, -0.1319, 0.8067)
H (0.2536, 1.4859, -0.9463)
H (-0.3366, 1.6803, 0.7993)
H (-2.3762, -1.4346, -0.4282)

Values from the calculation:
SMILES: SN1CN=CS1
HOMO-LUMO gap: 8.95 eV



How far above the most stable structure does each one sit? In hartree: (w) 0.1580; (x) 0.0000; (y) 0.0474.



(w)
Formula: CH3NO2
Source: OMol25
Level of theory: the ωB97M-V functional and the def2-TZVPD basis

Positions of all 7 atoms, in Å:
O (1.2609, -0.8654, -0.2118)
C (0.7745, 0.3276, -0.1399)
N (-0.5816, 0.4777, -0.3940)
O (-1.3921, -0.6953, -0.1720)
H (1.6363, 1.1021, 0.0888)
H (-1.0973, 0.9987, 0.5720)
H (-0.6008, -1.3455, 0.2570)

Values from the calculation:
SMILES: O=CNO
HOMO-LUMO gap: 10.97 eV



(x)
Formula: CH3NO2
Source: OMol25
Level of theory: the ωB97M-V functional and the def2-TZVPD basis

Positions of all 7 atoms, in Å:
O (1.1574, 1.2888, -0.4664)
C (0.2759, 0.4024, -0.4676)
N (-0.0505, -0.2888, 0.6082)
O (-1.1186, -1.1269, 0.2691)
H (-0.1073, 0.0560, -1.5370)
H (-0.5555, 0.4173, 1.3500)
H (-0.9496, -2.1614, 0.3135)

Values from the calculation:
SMILES: O=CNO
HOMO-LUMO gap: 10.81 eV



How far above the most stable structure does each one sit? In hartree: (w) 0.0283; (x) 0.0000.



(w)
Formula: C2H3FO2
Source: OMol25
Level of theory: the ωB97M-V functional and the def2-TZVPD basis

Positions of all 8 atoms, in Å:
F (2.0142, -1.3253, -1.0354)
C (1.9599, -0.1251, -0.5439)
C (1.9020, 1.1767, -0.6888)
O (2.3470, 0.4613, 0.6061)
H (1.3945, 2.0674, -0.9770)
O (-0.5634, -1.1849, 1.1582)
H (-0.8503, -2.0813, 1.2755)
H (0.1780, -1.2492, 1.6512)

Values from the calculation:
SMILES: FC1=CO1.O
HOMO-LUMO gap: 9.02 eV



(x)
Formula: C2H3FO2
Source: OMol25
Level of theory: the ωB97M-V functional and the def2-TZVPD basis

Positions of all 8 atoms, in Å:
O (-1.1089, -1.2476, -0.3148)
C (-0.7776, 0.0392, -0.1342)
F (-1.8602, 0.7568, 0.2583)
C (0.5201, 0.5705, 0.1803)
O (-0.0848, 0.7054, -1.0921)
H (-1.5554, -1.6319, 0.4632)
H (0.5516, 1.4096, 0.7457)
H (1.1233, -0.2963, 0.2870)

Values from the calculation:
SMILES: O[C@@]1(F)CO1
HOMO-LUMO gap: 11.46 eV



(y)
Formula: C2H3FO2
Source: OMol25
Level of theory: the ωB97M-V functional and the def2-TZVPD basis

Positions of all 8 atoms, in Å:
O (1.5096, -1.1935, -0.0956)
C (0.9316, 0.0110, 0.0446)
F (1.7505, 1.0733, -0.0324)
C (-0.4676, 0.3233, 0.1933)
O (-1.3556, -0.5809, -0.4352)
H (-0.8153, 0.2377, 1.3266)
H (-0.7572, 1.2935, -0.0226)
H (-0.7961, -1.1645, -0.9786)

Values from the calculation:
SMILES: O=C(F)CO
HOMO-LUMO gap: 11.13 eV



How far above the most stable structure does each one sit? In hartree: (w) 0.1385; (x) 0.0104; (y) 0.0000.



(w)
Formula: C2H4N4O2
Source: OMol25
Level of theory: the ωB97M-V functional and the def2-TZVPD basis

Positions of all 12 atoms, in Å:
C (0.4841, -0.1276, -0.1434)
C (-2.0459, 0.4248, 0.1171)
H (2.0753, 1.2423, 0.7407)
H (1.5007, -1.4232, 0.3015)
H (-3.0765, 0.5261, 0.1482)
H (-2.1619, -1.5077, 0.9600)
N (1.7578, -0.6263, -0.3662)
N (0.1022, 1.1602, -0.2291)
N (-1.2951, 1.4667, 0.0184)
N (-1.7328, -1.0395, -0.1687)
O (2.6369, 0.4061, 0.2588)
O (-0.2358, -1.3247, 0.1445)

Values from the calculation:
HOMO-LUMO gap: 9.65 eV



(x)
Formula: C2H4N4O2
Source: OMol25
Level of theory: the ωB97M-V functional and the def2-TZVPD basis

Positions of all 12 atoms, in Å:
C (0.3747, 0.1411, 0.6661)
C (-0.3779, 0.8087, -1.1163)
H (1.5633, -1.5542, 2.8236)
H (-0.0527, -2.0309, 2.3472)
H (-1.3255, 1.1187, -2.7509)
H (-0.3601, -1.8713, 0.3435)
N (0.9131, -1.5866, 1.9479)
N (1.1693, -0.2755, 1.6032)
N (0.3765, 1.2352, -0.2132)
N (-0.5517, -0.8253, 0.2584)
O (-0.8202, 1.6012, -2.1032)
O (-0.8243, -0.5007, -1.0512)

Values from the calculation:
HOMO-LUMO gap: 8.57 eV



How far above the most stable structure does each one sit? In hartree: (w) 0.1489; (x) 0.0000.